A structure of composition C10H25O2PSbSe4W. Source: the OMol25 dataset; level of theory: ωB97M-V/def2-TZVPD.

CARTESIAN COORDINATES (ANGSTROEM)
W 2.41629 -0.34513 0.54731
C -0.98422 0.19065 -3.65015
O -0.27597 0.98297 -2.71384
C -0.70192 2.33601 -2.75601
C 0.12828 3.16979 -1.81551
O -0.09430 2.75507 -0.48015
C 0.04703 3.81969 0.44204
H -2.05385 0.16607 -3.41658
H -0.58219 -0.82015 -3.60580
H -0.85524 0.57541 -4.66601
H -1.76154 2.39831 -2.47792
H -0.58925 2.72750 -3.77446
H -0.14846 4.22076 -1.94546
H 1.19069 3.06767 -2.06953
H -0.72216 4.58183 0.28329
H 1.03281 4.28996 0.36417
H -0.06577 3.40966 1.44337
Se 7.10945 -1.81261 0.52818
Sb 4.87108 -1.37679 0.69978
Se 2.35474 0.17956 -1.60180
Se 2.52102 1.48457 1.84360
Se 3.06033 -2.80944 1.49446
C -1.23280 -3.61651 -0.21786
C -0.11018 -2.62194 -0.50741
P 0.10548 -1.33024 0.76737
C -1.22180 -0.13000 0.41739
C -1.56172 0.78840 1.58480
C -0.24870 -2.10872 2.38783
C 0.27074 -1.34388 3.60383
H -1.37114 -4.26811 -1.07959
H -2.18370 -3.11715 -0.02679
H -1.00346 -4.24856 0.63871
H -0.31018 -2.06284 -1.42633
H 0.84254 -3.13204 -0.65332
H -2.09020 -0.72074 0.10983
H -0.88853 0.45320 -0.44266
H -2.00343 0.24589 2.42026
H -2.27629 1.54231 1.25773
H -0.67149 1.30819 1.94125
H 0.18151 -3.11173 2.35491
H -1.33276 -2.24200 2.43452
H 1.34717 -1.18315 3.54689
H 0.06718 -1.92045 4.50565
H -0.20510 -0.37130 3.70998

Computed properties:
Lowest unoccupied orbital energy = -5.1 eV
Multiplicity = 1
Total charge = +1


A structure of composition C47H49N12O3RuSSe. Source: the OMol25 dataset; level of theory: ωB97M-V/def2-TZVPD.

CARTESIAN COORDINATES (ANGSTROEM)
Ru -0.75209 -0.28450 -1.31370
C 0.46024 4.88911 0.35378
N 0.21550 3.68550 -0.45598
C -0.57233 2.65525 -0.19760
N -0.51039 1.79220 -1.21103
C 0.39905 2.36426 -2.05784
N 0.85737 3.50458 -1.62998
C 0.45460 6.13111 -0.50334
C 1.32241 7.18080 -0.23910
C 1.32695 8.30409 -1.05872
C 0.50624 8.36704 -2.17206
C -0.35399 7.30683 -2.44215
C -0.39963 6.21507 -1.58838
C -1.14571 7.26475 -3.66695
N -1.23536 8.10978 -4.63123
N -2.04630 7.52153 -5.59549
C -2.38149 6.37045 -5.13313
O -1.85495 6.13164 -3.90818
C -3.20300 5.32200 -5.73009
C -3.72313 5.46977 -7.01390
C -4.50118 4.46263 -7.55503
C -4.77692 3.31339 -6.82298
C -4.26811 3.17080 -5.54077
C -4.63777 1.98893 -4.68380
N -3.47112 1.23569 -4.20363
C -3.06442 1.06068 -2.95391
N -2.02705 0.22819 -2.94441
C -1.84542 -0.06841 -4.26769
N -2.70053 0.53083 -5.05179
C -3.47647 4.17259 -5.00020
H 1.41641 4.76030 0.85966
H -0.32626 4.91438 1.10933
H -1.15937 2.55174 0.69956
H 0.70147 1.93132 -2.99873
H 2.00573 7.12465 0.59971
H 2.00139 9.12108 -0.84283
H 0.53877 9.21420 -2.84358
H -1.07417 5.40127 -1.81714
H -3.50932 6.37168 -7.57142
H -4.90212 4.57160 -8.55327
H -5.39411 2.53417 -7.25300
H -5.28049 1.28818 -5.21352
H -5.16189 2.32324 -3.78709
H -3.52540 1.51573 -2.09274
H -1.08308 -0.73588 -4.63592
H -3.08024 4.07497 -3.99598
C 6.39248 1.02283 -3.35715
C 5.29086 0.73248 -2.37932
C 5.42317 1.05818 -1.03011
C 4.40571 0.80823 -0.12702
C 3.22723 0.22397 -0.57656
C 3.07542 -0.11898 -1.91287
C 4.10487 0.13709 -2.80403
S 1.96698 -0.02107 0.62839
O 1.42160 1.25470 0.99305
O 2.45243 -0.89786 1.65147
N 0.76806 -0.80118 -0.18114
C 0.73880 -2.17544 -0.46214
C 1.52465 -3.23062 -0.02485
C 1.18757 -4.49255 -0.48799
C 0.10931 -4.67669 -1.35319
C -0.61769 -3.57254 -1.74459
N -0.30545 -2.35121 -1.30491
H 7.33346 1.21987 -2.84784
H 6.14621 1.90106 -3.95676
H 6.53918 0.18819 -4.04201
H 6.34182 1.51140 -0.68029
H 4.52598 1.05951 0.91908
H 2.17346 -0.60509 -2.26628
H 3.99198 -0.14071 -3.84493
H 2.34858 -3.05700 0.65093
H 1.77293 -5.34638 -0.17216
H -0.15701 -5.65738 -1.71932
H -1.45952 -3.64935 -2.42287
C -2.10350 -0.12775 4.10964
C -2.70970 -1.51550 3.93020
C -1.65774 -2.60878 3.75962
C -0.97914 -2.60235 2.39439
N -1.90837 -3.01302 1.32987
C -2.56359 -2.22569 0.47469
Se -2.38733 -0.33841 0.36595
N -3.32973 -2.97242 -0.33512
C -4.26856 -2.49074 -1.35349
C -5.73018 -2.57219 -0.91273
C -6.19298 -1.31713 -0.14591
C -7.09068 -0.41489 -0.98812
C -3.18985 -4.30237 0.03858
C -3.74025 -5.46827 -0.48938
C -3.34539 -6.65192 0.09720
C -2.43058 -6.68004 1.16564
C -1.88070 -5.52595 1.68172
C -2.28387 -4.33048 1.09176
H -2.88060 0.62716 4.22771
H -1.48127 0.16583 3.26061
H -1.47503 -0.09818 5.00063
H -3.40304 -1.52618 3.07914
H -3.32147 -1.75471 4.80100
H -2.09632 -3.59478 3.93129
H -0.87546 -2.48135 4.51157
H -0.14349 -3.30167 2.36181
H -0.59630 -1.61625 2.13221
H -4.07390 -3.05421 -2.26866
H -3.99518 -1.45479 -1.54932
H -5.88436 -3.46939 -0.31005
H -6.33544 -2.70934 -1.81077
H -5.31709 -0.74397 0.17589
H -6.71076 -1.60120 0.77068
H -6.58263 -0.10954 -1.90963
H -7.37844 0.48223 -0.44218
H -8.00306 -0.93540 -1.28041
H -4.44516 -5.45104 -1.30936
H -3.75043 -7.58491 -0.26971
H -2.15430 -7.63395 1.59312
H -1.17672 -5.55374 2.50182

Computed properties:
Energy relative to the best compared isomer or geometry (same formula, charge and spin) = 0.0 kcal/mol
Lowest unoccupied orbital energy (spin up / spin down) = -6.8 / -6.7 eV
⟨S²⟩ = 0.76
Multiplicity = 2
Total charge = +2


A cluster of 9 separate species, H17O9 in total. Source: the OMol25 dataset; level of theory: ωB97M-V/def2-TZVPD.

CARTESIAN COORDINATES (ANGSTROEM)
O 0.29250 -3.19135 -1.51220
H -1.87009 2.22705 -0.69321
H 0.63465 -2.32231 -1.79059
O -1.65200 -1.70496 1.52098
H -2.10747 -0.83192 1.57738
O 1.88626 -2.12433 0.70184
H 2.46110 -1.82988 1.37263
H 1.21841 -1.39457 0.76494
O -2.16494 2.33310 1.70209
H 0.90834 -3.21098 -0.69330
H -1.81196 1.43758 1.77894
O 0.23443 -0.00426 0.49706
H -0.48375 0.64548 0.36019
H -1.56865 3.06758 1.78771
O 2.41107 0.39727 -0.77761
H 1.63335 0.11052 -0.16348
H 3.19456 -0.04630 -0.58343
O -1.47225 2.83214 -1.26516
H -0.50405 2.76668 -1.38747
H -0.85196 -1.59767 1.01970
O -0.81265 0.40549 2.81436
H -0.26590 1.05921 3.25675
H -0.24896 0.16118 1.94002
O 0.97207 0.77145 -3.89204
H 0.27015 1.29830 -3.62604
H 1.80817 0.93495 -3.47258

Computed properties:
Energy relative to the best compared isomer or geometry (same formula, charge and spin) = 44.4 kcal/mol
Lowest unoccupied orbital energy = 3.2 eV
Multiplicity = 1
Total charge = -1